# 1
{
  "formula": "C4H12N2O",
  "method": "ωB97M-V with the def2-TZVPD basis set",
  "orbital_gap_ev": 10.09,
  "smiles": "CCC/N=C/N.O",
  "relative_energy_ev": 2.624,
  "lumo_energy_ha": 0.0352,
  "e_tot_ev": -9368.56980,
  "charge": 0,
  "symbols": ["C", "C", "C", "N", "C", "N", "H", "H", "H", "H", "H", "H", "H", "H", "H", "H", "O", "H", "H"],
  "positions_angstrom": [[-1.1856, 1.5396, 2.0692], [-0.2227, 1.4239, 0.8319], [0.2031, -0.0433, 0.6146], [1.0384, -0.0424, -0.5662], [1.4755, -1.1843, -0.9160], [2.2499, -1.2580, -2.1108], [-0.6972, 1.7694, 3.0534], [-1.5818, 0.5574, 2.2416], [-2.1283, 2.2028, 1.8136], [0.7758, 1.9832, 1.0067], [-0.8829, 1.8217, 0.0908], [0.7426, -0.4302, 1.5510], [-0.6502, -0.7987, 0.7086], [1.5540, -2.1388, -0.1212], [2.2614, -2.0853, -2.7283], [2.1436, -0.4725, -2.8163], [-1.6585, -0.7974, -1.9358], [-2.3659, -1.4127, -1.5736], [-1.0712, -0.6345, -1.2131]],
  "atomic_forces_ev_per_a": [[-0.53, 0.92, 0.06], [0.52, -0.15, 2.74], [0.05, 0.05, 2.19], [-0.82, -1.88, -0.24], [1.95, -0.87, 0.14], [-0.50, 0.15, -1.34], [-0.48, 0.39, -1.01], [-0.52, -0.65, 0.06], [2.13, -1.00, 0.87], [-1.93, -0.45, -0.67], [0.63, 0.12, -1.37], [-0.05, 0.90, -1.00], [0.50, 1.02, -1.09], [-0.50, 2.14, -2.52], [-0.18, 0.12, 1.44], [-0.17, -0.80, 1.97], [-2.13, -1.45, -0.21], [1.40, 1.24, -0.66], [0.61, 0.20, 0.64]]
}

---

# 2
{
  "formula": "C4H9N4O",
  "method": "ωB97M-V with the def2-TZVPD basis set",
  "orbital_gap_ev": [10.36, 10.35],
  "smiles": "CC(C)c1non[n+]1N",
  "relative_energy_ev": 5.732,
  "lumo_energy_ha": [-0.1957, -0.1957],
  "e_tot_ev": -12289.88952,
  "charge": 1,
  "symbols": ["C", "C", "C", "C", "N", "O", "N", "N", "N", "H", "H", "H", "H", "H", "H", "H", "H", "H"],
  "positions_angstrom": [[1.8677, 0.0254, -0.1188], [0.3771, 0.0367, -0.1270], [-0.3377, -0.0081, 1.2183], [-0.1241, -1.3031, -0.8216], [0.2472, -2.5084, -0.7433], [-0.5237, -3.2634, -1.5831], [-1.4044, -2.5548, -2.1591], [-1.2894, -1.3311, -1.6867], [-2.1369, -0.3295, -1.8504], [2.2601, -0.7738, 0.5478], [2.1772, 1.0350, 0.1932], [2.1363, -0.1173, -1.1826], [-0.1063, 0.8834, -0.7345], [-0.3869, 0.8310, 1.8576], [0.0673, -0.8238, 1.7839], [-1.4340, -0.1695, 1.0050], [-2.0431, 0.4987, -1.3003], [-2.5231, -0.1605, -2.7339]],
  "atomic_forces_ev_per_a": [[0.31, 0.48, -0.55], [-2.43, -0.81, -0.77], [-1.76, -0.89, -0.76], [-1.88, 2.09, -0.60], [1.69, -1.08, 0.65], [1.30, 0.12, 0.58], [-2.50, 2.90, -0.19], [2.44, -2.08, 0.66], [-0.86, 0.07, 0.17], [-0.11, 0.64, -0.57], [0.31, -0.56, 0.03], [0.64, -0.02, 0.71], [1.17, -1.10, 0.52], [0.74, 1.39, 0.27], [-0.07, -0.58, 0.42], [0.89, -0.31, 0.42], [0.59, -0.02, 0.60], [-0.47, -0.25, -1.60]]
}

---

# 3
{
  "formula": "CH6OS",
  "method": "ωB97M-V with the def2-TZVPD basis set",
  "orbital_gap_ev": 8.80,
  "smiles": "CS.O",
  "relative_energy_ev": 2.399,
  "lumo_energy_ha": -0.0057,
  "e_tot_ev": -14014.44540,
  "charge": 0,
  "symbols": ["C", "S", "H", "H", "H", "H", "O", "H", "H"],
  "positions_angstrom": [[-3.2460, 0.2194, 2.1593], [-3.0066, 0.5367, 0.3851], [-4.1217, -0.4319, 2.2214], [-3.3989, 1.2498, 2.6409], [-2.4451, -0.1672, 2.6979], [-2.1786, 0.2266, -0.8664], [6.3251, -0.6847, -3.4164], [5.7862, 0.0621, -3.4165], [6.2857, -1.0109, -2.4052]],
  "atomic_forces_ev_per_a": [[-0.28, 0.86, 0.35], [-0.98, 2.00, -3.52], [0.23, 0.30, 0.17], [-0.12, -1.41, -1.17], [1.46, -1.07, 0.78], [-0.31, -0.69, 3.39], [1.32, -3.20, 3.65], [-1.48, 2.06, -0.04], [0.16, 1.14, -3.61]]
}

---

# 4
{
  "formula": "C23H36BCl2N9O18S",
  "method": "ωB97M-V with the def2-TZVPD basis set",
  "orbital_gap_ev": 7.49,
  "smiles": "C/C(Cl)=C(/Cl)N1c2ccccc2Sc2cccc(B(O)O)c21.C[N+](=O)[O-].C[N+](=O)[O-].C[N+](=O)[O-].C[N+](=O)[O-].C[N+](=O)[O-].C[N+](=O)[O-].C[N+](=O)[O-].C[N+](=O)[O-]",
  "lumo_energy_ha": -0.0192,
  "e_tot_ev": -111218.96304,
  "charge": 0,
  "symbols": ["C", "C", "Cl", "C", "Cl", "N", "C", "C", "C", "C", "C", "C", "S", "C", "C", "C", "C", "C", "B", "O", "O", "C", "H", "H", "H", "H", "H", "H", "H", "H", "H", "H", "H", "H", "C", "N", "O", "O", "H", "H", "H", "C", "N", "O", "O", "H", "H", "H", "C", "N", "O", "O", "H", "H", "H", "C", "N", "O", "O", "H", "H", "H", "C", "N", "O", "O", "H", "H", "H", "C", "N", "O", "O", "H", "H", "H", "C", "N", "O", "O", "H", "H", "H", "C", "N", "O", "O", "H", "H", "H"],
  "positions_angstrom": [[1.2905, -1.9207, 1.5231], [0.9263, -0.3292, 1.3928], [-0.5926, 0.2903, 2.2688], [1.8094, 0.5830, 0.6229], [1.3010, 2.4038, 0.5885], [3.0750, 0.2408, -0.1130], [4.2558, -0.0233, 0.7755], [4.8884, 1.3060, 1.5703], [6.1764, 1.1326, 2.6104], [6.8605, -0.3463, 2.8669], [6.2546, -1.6803, 2.1310], [4.9778, -1.4545, 1.1009], [4.3447, -3.0420, 0.2493], [3.3971, -2.3221, -1.2461], [3.1744, -3.3721, -2.4978], [2.4196, -2.8702, -3.8658], [1.9102, -1.3106, -3.9140], [2.1373, -0.2489, -2.6414], [1.5935, 1.2894, -2.9097], [0.1431, 1.5642, -2.6128], [2.5006, 2.3512, -3.3910], [2.8981, -0.7408, -1.2346], [2.3563, -1.9816, 2.0573], [0.5336, -2.3773, 2.3256], [1.2396, -2.5196, 0.5187], [4.4112, 2.3735, 1.4121], [6.5724, 2.0911, 3.1527], [7.7828, -0.4519, 3.5788], [6.7046, -2.7596, 2.3246], [3.5693, -4.4959, -2.4976], [2.2786, -3.5995, -4.7921], [1.3965, -0.9389, -4.9164], [-0.3644, 0.7209, -2.8832], [1.9372, 3.0492, -3.8442], [2.5892, -1.2732, 5.2991], [3.9951, -1.7537, 5.3787], [4.1747, -2.9770, 5.4015], [4.8786, -0.8895, 5.4161], [1.9215, -2.1369, 5.2732], [2.3983, -0.6647, 6.1854], [2.4936, -0.6842, 4.3846], [-4.1710, -0.2034, 0.3994], [-4.4472, -1.6520, 0.2013], [-5.0365, -2.2456, 1.1121], [-4.0646, -2.1523, -0.8628], [-4.5605, 0.1006, 1.3733], [-3.0886, -0.0656, 0.3568], [-4.6727, 0.3405, -0.4035], [-5.5205, -1.8110, 4.7321], [-5.3599, -0.3329, 4.7889], [-6.0061, 0.2740, 5.6510], [-4.5897, 0.1764, 3.9664], [-6.2234, -2.1201, 5.5086], [-5.9048, -2.0629, 3.7416], [-4.5380, -2.2560, 4.9021], [4.5810, 4.7280, -5.9183], [3.1211, 4.5218, -5.7182], [2.4998, 3.9554, -6.6251], [2.6400, 4.9344, -4.6565], [4.8657, 4.3184, -6.8898], [4.7698, 5.8029, -5.8827], [5.1010, 4.2062, -5.1124], [7.9731, 2.9155, -7.6009], [8.2413, 4.1495, -6.8140], [9.4233, 4.4217, -6.5734], [7.2577, 4.8100, -6.4600], [8.9244, 2.4371, -7.8430], [7.3571, 2.2585, -6.9836], [7.4483, 3.2128, -8.5111], [-8.2591, -4.7813, 2.3466], [-7.7219, -4.7687, 3.7341], [-7.6789, -5.8491, 4.3342], [-7.3587, -3.6748, 4.1816], [-8.5384, -5.8042, 2.0851], [-9.1322, -4.1259, 2.3254], [-7.4714, -4.4155, 1.6849], [-1.8613, 3.9022, -4.1858], [-3.3212, 3.6960, -3.9856], [-3.9424, 3.1296, -4.8925], [-3.8022, 4.1086, -2.9239], [-1.5765, 3.4926, -5.1572], [-1.6724, 4.9771, -4.1502], [-1.3413, 3.3804, -3.3798], [-9.6433, -0.7210, 5.8929], [-10.1172, -1.0854, 4.5303], [-11.0464, -1.8976, 4.4526], [-9.5429, -0.5459, 3.5774], [-10.2347, -1.2676, 6.6305], [-8.5896, -0.9992, 5.9606], [-9.7784, 0.3560, 6.0117]],
  "atomic_forces_ev_per_a": [[-0.44, 0.72, 1.77], [2.88, 1.30, -2.34], [2.31, -0.91, -1.39], [-2.72, -1.54, 2.20], [1.04, -2.63, -0.11], [-0.60, -2.46, 0.84], [3.79, 0.63, 3.59], [1.94, -3.56, 0.89], [-1.95, -3.27, -2.29], [-3.35, 0.12, -2.56], [-1.43, 4.60, -0.56], [0.70, 2.15, 1.05], [-0.43, 2.93, -0.91], [-1.13, 1.02, -2.13], [-1.40, 3.62, -1.28], [0.72, 2.89, 3.69], [1.84, -1.57, 2.89], [1.57, -3.91, -0.14], [-0.35, 1.44, 0.30], [2.35, -2.22, -2.08], [-3.65, -2.06, 0.38], [-1.09, -2.86, -4.36], [-2.20, 0.05, -1.56], [1.54, 0.96, -1.99], [0.19, 1.40, 1.93], [1.03, -2.52, 0.29], [-0.80, -2.17, -1.18], [-2.08, 0.24, -1.51], [-1.17, 2.61, -0.58], [-0.84, 2.87, 0.40], [0.32, 1.79, 2.31], [1.20, -0.71, 2.46], [1.16, 1.80, 0.98], [0.97, -0.79, 1.01], [-0.31, -0.11, -0.03], [1.11, -0.30, 0.04], [-0.01, 1.68, -0.06], [-1.24, -1.42, 0.01], [0.28, 0.15, 0.02], [0.10, 0.00, -0.24], [0.09, 0.05, 0.21], [-0.09, 0.29, 0.26], [-0.11, -0.88, -0.23], [0.73, 0.46, -1.32], [-0.66, 0.51, 1.66], [0.10, -0.20, -0.20], [-0.19, -0.03, -0.11], [0.20, -0.15, 0.04], [-0.09, -0.02, 0.15], [0.09, 0.84, 0.14], [0.98, -0.55, -1.30], [-1.09, -0.42, 1.20], [0.27, 0.23, -0.24], [0.28, 0.16, 0.21], [-0.13, 0.12, -0.16], [0.08, -0.10, -0.25], [-0.79, -0.16, -0.22], [0.57, 0.77, 1.54], [0.29, -0.65, -1.42], [-0.26, 0.13, 0.33], [-0.01, -0.24, 0.14], [-0.17, 0.23, -0.07], [0.16, -0.26, -0.15], [0.76, 0.85, 0.57], [-2.01, -0.23, -0.27], [1.54, -0.73, -0.42], [-0.21, 0.23, 0.13], [0.01, 0.19, -0.14], [-0.02, -0.04, 0.24], [-0.13, -0.19, -0.26], [0.18, -0.60, 0.89], [0.08, 1.88, -0.69], [-0.67, -1.74, -0.40], [0.12, 0.24, 0.21], [0.24, 0.02, 0.02], [-0.15, 0.10, 0.16], [0.24, -0.03, -0.17], [-1.02, -0.13, 0.06], [0.63, 0.78, 1.40], [0.52, -0.67, -1.57], [-0.20, 0.09, 0.23], [-0.05, -0.21, 0.12], [-0.08, 0.17, -0.06], [-0.06, -0.08, 0.34], [-0.32, -0.25, -0.96], [1.30, 1.08, -0.17], [-0.93, -0.92, 1.27], [0.08, 0.09, -0.31], [-0.14, 0.22, -0.09], [0.18, -0.19, -0.11]]
}

---

# 5
{
  "formula": "C5H7NO",
  "method": "ωB97M-V with the def2-TZVPD basis set",
  "orbital_gap_ev": 7.84,
  "smiles": "C=C=C(C)ON=C",
  "relative_energy_ev": 5.975,
  "lumo_energy_ha": 0.0070,
  "e_tot_ev": -8830.22766,
  "charge": 0,
  "symbols": ["C", "C", "C", "C", "O", "N", "C", "H", "H", "H", "H", "H", "H", "H"],
  "positions_angstrom": [[0.1742, 2.2116, 0.6499], [0.4001, 0.9486, 0.4452], [0.6038, -0.3194, 0.2206], [1.9462, -0.9695, 0.2909], [-0.3257, -0.9724, -0.5764], [-1.5871, -0.8689, 0.0362], [-2.4793, -0.7477, -0.8859], [0.9944, 2.9095, 0.7584], [-0.8431, 2.5806, 0.7030], [1.8893, -2.0306, 0.0288], [2.6441, -0.4852, -0.4003], [2.3557, -0.8943, 1.3036], [-2.2319, -0.7181, -1.9605], [-3.5406, -0.6441, -0.6134]],
  "atomic_forces_ev_per_a": [[-0.33, 0.44, 0.12], [-0.10, 0.47, 0.46], [0.52, -0.81, -0.77], [0.06, -0.79, 0.95], [0.47, -0.10, -0.66], [-1.49, 0.54, -1.61], [0.34, -0.08, 0.46], [0.02, 0.44, -1.39], [-0.09, 0.03, 1.50], [-0.09, 0.12, 0.13], [-0.19, -0.03, 0.12], [0.10, 0.01, -0.12], [0.08, 0.00, 0.59], [0.70, -0.25, 0.21]]
}

---

# 6
{
  "formula": "C6H8N",
  "method": "ωB97M-V with the def2-TZVPD basis set",
  "orbital_gap_ev": 9.21,
  "relative_energy_ev": 9.413,
  "lumo_energy_ha": -0.1628,
  "e_tot_ev": -7826.27579,
  "charge": 1,
  "symbols": ["C", "C", "C", "C", "C", "C", "N", "H", "H", "H", "H", "H", "H", "H", "H"],
  "positions_angstrom": [[0.9526, -0.9650, 1.9511], [0.0830, -1.8221, 0.0994], [-0.7517, -0.1347, -1.4893], [0.6976, -0.4523, -1.2837], [-0.4788, 0.5340, 0.7514], [0.4200, 0.2102, 1.8257], [-0.3125, -0.5802, -0.1985], [1.6167, -1.4898, 2.4990], [-1.0605, 0.8789, -1.6332], [-1.2323, -0.7514, -2.1451], [0.9099, -1.3594, -1.7417], [1.5211, 0.2186, -0.9662], [-1.4317, 0.3303, 1.0845], [-0.4308, 1.4921, 0.2905], [0.7502, 0.8328, 2.6487]],
  "atomic_forces_ev_per_a": [[-3.25, -0.49, -5.61], [1.60, -0.74, 3.46], [1.73, 1.18, -1.10], [1.06, 2.39, -0.31], [1.12, -0.33, 0.46], [2.03, -0.04, 2.46], [-2.10, 1.29, 0.32], [1.79, -1.61, 1.81], [-0.08, 0.51, 0.70], [-1.27, -2.11, -1.15], [0.94, -1.57, -0.67], [-0.78, -0.30, -0.63], [-2.55, 0.22, 0.78], [0.28, 0.65, -0.34], [-0.53, 0.92, -0.19]]
}

---

What did we get for F_max? Answer: 3.3 3.8 5.0 5.3 2.3 6.5 eV Å⁻¹, in the order shown.